Record 1
{"formula": "Cl2H4OSi2", "method": "the ωB97M-V functional and the def2-TZVPD basis", "homo_ev": -10.33, "e_above_lowest_kcal_mol": 32.8, "smiles": "O[Si]([SiH3])(Cl)Cl", "e_tot_ha": -1577.11722, "elements": ["O", "Si", "Si", "Cl", "Cl", "H", "H", "H", "H"], "positions_angstrom": [[0.472, 0.808, 1.628], [0.244, -1.275, -0.878], [-0.189, 0.887, 0.140], [-2.137, 1.309, 0.445], [0.548, 2.557, -0.669], [-0.124, 0.809, 2.310], [1.610, -1.367, -0.514], [-0.531, -2.560, -0.171], [0.106, -1.168, -2.290]], "mulliken_charge": [-0.423, 0.299, 0.541, -0.255, -0.213, 0.297, -0.099, -0.042, -0.105]}

=====

Record 2
{"formula": "Cl2H8Si4", "method": "the ωB97M-V functional and the def2-TZVPD basis", "homo_ev": [-7.70, -10.60], "e_above_lowest_kcal_mol": 11.6, "e_tot_ha": -2083.03063, "multiplicity": 3, "elements": ["Si", "Si", "Si", "Si", "Cl", "Cl", "H", "H", "H", "H", "H", "H", "H", "H"], "positions_angstrom": [[-3.275, -1.280, 0.748], [2.617, 1.859, -0.641], [-3.725, -0.729, -1.398], [2.018, -0.190, 0.345], [3.667, -1.448, 0.181], [0.521, -1.385, -0.292], [-4.461, -1.790, 1.376], [-2.345, -2.153, 1.246], [-2.843, -0.118, 1.489], [1.701, 2.179, -1.671], [2.820, 2.994, 0.203], [3.983, 2.124, -1.427], [-2.363, -0.213, -1.852], [1.685, 0.151, 1.696]], "mulliken_charge": [0.414, 0.309, 0.075, 0.490, -0.246, -0.185, -0.160, -0.145, -0.109, -0.117, -0.107, -0.066, -0.059, -0.094]}

=====

Record 3
{"formula": "Cl2HNO2S", "method": "the ωB97M-V functional and the def2-TZVPD basis", "homo_ev": -10.43, "e_above_lowest_kcal_mol": 45.9, "e_tot_ha": -1524.26713, "elements": ["N", "O", "O", "S", "Cl", "Cl", "H"], "positions_angstrom": [[1.089, -0.579, 0.274], [-0.524, -1.119, -1.518], [-0.014, 1.257, -1.387], [0.127, -0.028, -0.800], [1.576, 0.740, 1.138], [-1.359, 0.423, 1.029], [-0.894, -0.695, 1.263]], "mulliken_charge": [-0.238, -0.449, -0.420, 0.922, -0.035, -0.146, 0.365]}

=====

Record 4
{"formula": "Cl2HNOS", "method": "the ωB97M-V functional and the def2-TZVPD basis", "homo_ev": -10.54, "e_above_lowest_kcal_mol": 13.2, "e_tot_ha": -1449.07962, "elements": ["N", "O", "S", "Cl", "Cl", "H"], "positions_angstrom": [[-0.123, 0.939, 0.297], [1.134, -1.469, -0.029], [0.549, -0.205, -0.802], [-1.177, 0.213, 1.604], [-1.125, -0.767, -1.694], [0.742, 1.290, 0.624]], "mulliken_charge": [-0.294, -0.498, 0.557, -0.006, -0.070, 0.310]}

=====

Record 5
{"formula": "Cl2HNS", "method": "the ωB97M-V functional and the def2-TZVPD basis", "homo_ev": [-9.60, -9.97], "e_above_lowest_kcal_mol": 74.6, "e_tot_ha": -1373.76042, "elements": ["N", "S", "Cl", "Cl", "H"], "positions_angstrom": [[-0.629, -0.129, 0.762], [1.468, 0.856, -0.265], [-0.973, -1.480, -0.263], [-1.984, 0.907, 0.685], [2.118, -0.154, -0.919]], "mulliken_charge": [-0.110, -0.107, 0.026, 0.044, 0.148]}

=====

Record 6
{"formula": "Cl2NO11Rb", "method": "the ωB97M-V functional and the def2-TZVPD basis", "homo_ev": [-5.52, -5.52], "charge": -1, "e_tot_ha": -1826.20367, "multiplicity": 2, "elements": ["Rb", "Cl", "O", "O", "O", "O", "Cl", "O", "O", "O", "O", "N", "O", "O", "O"], "positions_angstrom": [[2.236, -2.583, 1.878], [-1.377, -4.054, -0.112], [-2.229, -3.756, 1.058], [-0.078, -4.382, 0.392], [-1.937, -5.151, -0.787], [-1.314, -2.853, -0.852], [0.861, 4.328, -1.080], [1.710, 5.306, -1.638], [0.830, 4.594, 0.317], [-0.555, 4.522, -1.500], [1.401, 3.033, -1.340], [0.189, 0.247, 0.960], [0.249, -0.967, 0.758], [-1.018, 0.667, 1.362], [1.031, 1.047, 0.584]], "mulliken_charge": [0.973, 1.678, -0.699, -0.709, -0.628, -0.616, 1.639, -0.668, -0.679, -0.666, -0.613, 0.964, -0.456, -0.151, -0.371]}

=====

Repeat the third record exactly.
{"formula": "Cl2HNO2S", "method": "the ωB97M-V functional and the def2-TZVPD basis", "homo_ev": -10.43, "e_above_lowest_kcal_mol": 45.9, "e_tot_ha": -1524.26713, "elements": ["N", "O", "O", "S", "Cl", "Cl", "H"], "positions_angstrom": [[1.089, -0.579, 0.274], [-0.524, -1.119, -1.518], [-0.014, 1.257, -1.387], [0.127, -0.028, -0.800], [1.576, 0.740, 1.138], [-1.359, 0.423, 1.029], [-0.894, -0.695, 1.263]], "mulliken_charge": [-0.238, -0.449, -0.420, 0.922, -0.035, -0.146, 0.365]}